9
Properties=species:S:1:pos:R:3:forces:R:3:lowdin_charge:R:1 method="wB97M-V/def2-TZVPD" e_homo_ev=-10.30 gap_ev=11.28 de_lowest_ev=0.1804 e_lumo_ev=0.971
C -2.030 0.014 0.019 0.11 -0.98 -1.54 -0.0585
H 1.712 -0.975 0.082 1.07 2.11 -0.50 0.0481
H 2.651 0.243 0.724 -0.38 0.05 -0.40 0.0034
H 1.263 0.567 -0.100 -0.37 0.67 0.12 -0.0334
H -1.225 -0.328 -0.694 -0.89 0.36 0.68 0.0274
H -3.019 -0.237 -0.409 0.53 0.34 -0.04 0.0212
H -1.940 1.079 0.170 -0.02 0.15 0.29 0.0081
H -1.968 -0.584 0.910 0.29 0.12 0.61 0.0029
N 2.101 0.021 -0.114 -0.34 -2.84 0.78 -0.0192


13
Properties=species:S:1:pos:R:3:forces:R:3:lowdin_charge:R:1 method="wB97M-V/def2-TZVPD" e_homo_ev="-6.72 / -10.02" gap_ev="7.45 / 6.80" de_lowest_ev=0.7526 e_lumo_ev="0.732 / -3.213" spin_multiplicity=3 s_squared=2.009
C -1.700 -0.444 0.736 0.73 0.49 -0.38 -0.1428
N -0.538 1.060 -0.707 0.56 0.69 -0.03 -0.0711
N -0.749 -0.336 -0.395 -3.03 0.41 -2.01 -0.2221
O 2.692 -0.213 1.056 0.75 -0.47 -0.90 -0.2917
O 3.682 -0.001 -1.171 4.41 1.72 -3.09 -0.4078
P 2.496 -0.533 -0.575 -4.08 -1.26 3.89 0.7019
H -2.479 0.366 0.737 -0.04 -1.35 -0.45 0.0898
H -1.903 -1.519 0.795 -1.00 0.46 0.00 0.0825
H -1.170 -0.219 1.617 0.91 0.26 1.27 0.0358
H 0.297 1.042 -1.268 0.50 0.31 0.00 0.0004
H -1.232 1.535 -1.316 -0.03 -0.94 0.68 0.0815
H 1.992 -0.099 1.682 -1.17 -0.01 0.06 0.0314
H -1.387 -0.639 -1.192 1.49 -0.31 0.98 0.1124